No. 1
# C7H17N

One molecule with the formula C7H17N (ωB97M-V with the def2-TZVPD basis set, the Open Molecules 2025 dataset).

Calculated values
- Structure (SMILES): CC[C@@](C)(N)C(C)C
- Electronic energy: -331.66233 hartree
- Gap between HOMO and LUMO: 10.04 eV
- LUMO energy: 0.98 eV

```
25
C7H17N (ωB97M-V with the def2-TZVPD basis set)
C 2.254 0.789 1.231
C 1.509 -0.348 0.537
C -0.048 -0.198 0.413
C -0.696 -1.350 1.213
N -0.525 1.060 1.010
C -0.480 -0.272 -1.098
C -1.997 -0.417 -1.318
C 0.032 0.919 -1.927
H 2.106 1.741 0.712
H 1.937 0.895 2.273
H 3.329 0.580 1.237
H 1.752 -1.270 1.081
H 1.961 -0.479 -0.453
H -1.789 -1.272 1.243
H -0.443 -2.322 0.774
H -0.348 -1.353 2.253
H -0.315 1.074 2.008
H -1.538 1.126 0.942
H -0.021 -1.173 -1.531
H -2.306 -1.455 -1.156
H -2.279 -0.157 -2.344
H -2.583 0.217 -0.647
H -0.417 1.862 -1.602
H 1.120 1.020 -1.867
H -0.216 0.781 -2.986
```



No. 2
# C4H8N2O2

C4H8N2O2 as an isolated structure at a distorted geometry (ωB97M-V with the def2-TZVPD basis set, the Open Molecules 2025 dataset).

Calculated values
- Electronic energy: -416.87558 hartree
- Gap between HOMO and LUMO: 5.32 eV
- LUMO energy: -2.73 eV

```
16
C4H8N2O2 (ωB97M-V with the def2-TZVPD basis set)
O 1.215 -0.208 2.016
C 1.057 0.348 0.951
N 0.902 1.694 0.626
C -0.486 1.632 0.655
O -2.523 -0.090 -0.224
C 1.001 -0.541 -0.318
C -0.219 -1.341 -0.461
N 2.128 -0.504 -1.172
H -1.267 1.084 1.193
H -0.810 2.642 0.362
H 0.982 0.257 -1.199
H -1.100 -0.658 -0.693
H 0.139 -2.214 -1.066
H -0.527 -1.731 0.524
H -3.430 -0.162 -0.561
H 2.937 -0.208 -0.632
```



No. 3
# C5H6N2O3

A 2-piece molecular cluster, C5H6N2O3 overall at a distorted geometry (ωB97M-V with the def2-TZVPD basis set, the Open Molecules 2025 dataset).

Calculated values
- Structure (SMILES): N#CC1=CCOC(=O)N1.O
- Electronic energy: -529.31865 hartree
- Gap between HOMO and LUMO: 9.49 eV
- LUMO energy: 0.00 eV

```
16
C5H6N2O3 (ωB97M-V with the def2-TZVPD basis set)
N -1.001 -3.349 1.164
C -0.364 -3.278 2.160
C 0.882 -3.425 2.896
C 1.482 -4.611 3.060
C 2.912 -4.611 3.492
O 3.592 -3.405 3.117
C 2.974 -2.220 3.078
O 3.598 -1.228 2.765
N 1.607 -2.244 3.123
H 1.012 -5.540 2.744
H 2.989 -4.726 4.586
H 3.473 -5.428 3.026
H 1.166 -1.345 2.893
O -0.271 -0.694 1.752
H 0.393 -0.050 1.489
H -0.782 -1.266 0.964
```



No. 4
# CHF3NO4S2Sr

CHF3NO4S2Sr as an isolated structure at a distorted geometry (ωB97M-V with the def2-TZVPD basis set, the Open Molecules 2025 dataset).

Calculated values
- Electronic energy: -1520.73972 hartree
- Total charge: +1
- Gap between HOMO and LUMO: 5.43 eV
- LUMO energy: -6.54 eV

```
13
CHF3NO4S2Sr (ωB97M-V with the def2-TZVPD basis set)
N 0.551 -1.076 0.590
S 1.906 -0.777 -0.033
O 2.861 -1.835 -0.055
O 2.060 0.381 -0.903
S -0.686 0.038 0.741
O -0.425 1.264 -0.034
O -1.043 0.148 2.128
C -2.054 -0.850 -0.208
F -1.681 -0.982 -1.454
F -2.259 -2.012 0.353
F -3.114 -0.087 -0.115
H 2.665 3.126 0.127
Sr 1.218 2.661 -1.136
```



No. 5
# F2H2O2Si

One molecule with the formula F2H2O2Si at a distorted geometry (ωB97M-V with the def2-TZVPD basis set, the Open Molecules 2025 dataset).

Calculated values
- Structure (SMILES): O[Si](O)(F)F
- Electronic energy: -641.14393 hartree
- Gap between HOMO and LUMO: 12.97 eV
- LUMO energy: 0.31 eV

```
7
F2H2O2Si (ωB97M-V with the def2-TZVPD basis set)
O -0.150 -0.822 0.619
Si 1.130 -0.026 -0.045
O 0.744 1.324 -0.796
F 2.334 0.485 0.961
F 1.797 -1.196 -0.961
H -0.409 -1.031 1.510
H 1.340 1.984 -1.163
```



No. 6
# C5H8N

An isolated ion of composition C5H8N and charge +1 at a distorted geometry (ωB97M-V with the def2-TZVPD basis set, the Open Molecules 2025 dataset).

Calculated values
- Structure (SMILES): CC[N@H+]1C2=C[C@@H]21
- Electronic energy: -249.58465 hartree
- Total charge: +1
- Gap between HOMO and LUMO: 9.63 eV
- LUMO energy: -5.20 eV

```
14
C5H8N (ωB97M-V with the def2-TZVPD basis set)
C -1.649 -0.627 0.080
C -0.526 0.462 -0.276
N 0.708 -0.028 0.416
C 1.540 -0.966 -0.325
C 2.837 -0.446 0.009
C 2.134 0.744 0.018
H -1.277 -1.446 -0.444
H -1.859 -0.925 1.116
H -2.669 -0.349 -0.365
H -0.575 1.522 -0.159
H -0.499 0.232 -1.304
H 0.794 0.122 1.402
H 3.757 -0.890 0.195
H 1.944 1.608 -0.516
```



No. 7
# C6H10N2S

C6H10N2S as an isolated structure at a distorted geometry (ωB97M-V with the def2-TZVPD basis set, the Open Molecules 2025 dataset).

Calculated values
- Electronic energy: -742.16560 hartree
- Gap between HOMO and LUMO: 9.12 eV
- LUMO energy: 0.20 eV

```
19
C6H10N2S (ωB97M-V with the def2-TZVPD basis set)
C 1.095 -0.652 0.798
C -2.129 -0.687 -0.024
C 0.718 0.602 0.149
C 1.376 1.799 0.761
C 1.361 0.572 -1.211
C -1.773 -1.364 1.104
N 1.755 -1.456 1.251
N -2.285 -1.334 -1.212
S -1.143 0.807 0.178
H 0.982 2.648 0.277
H 2.441 1.836 0.539
H 1.215 1.838 1.819
H 0.798 0.886 -2.032
H 1.640 -0.487 -1.584
H 2.348 0.938 -1.026
H -1.778 -0.723 1.996
H -2.427 -2.081 1.505
H -2.598 -2.211 -1.475
H -1.594 -0.929 -1.815
```



No. 8
# H16O8

A 8-piece molecular cluster, H16O8 overall at a distorted geometry (ωB97M-V with the def2-TZVPD basis set, the Open Molecules 2025 dataset).

Calculated values
- Structure (SMILES): O.O.O.O.O.O.O.O
- Electronic energy: -611.38087 hartree
- Gap between HOMO and LUMO: 9.72 eV
- LUMO energy: -0.54 eV

```
24
H16O8 (ωB97M-V with the def2-TZVPD basis set)
O -1.422 -1.543 0.782
H -2.128 -1.276 0.415
H -1.525 -2.496 0.598
O 1.834 0.462 -2.751
H 1.684 -0.354 -3.259
H 1.343 0.248 -2.007
O -0.021 0.885 0.065
H -0.612 0.172 0.394
H 0.712 0.539 0.160
O -0.043 3.308 0.765
H 0.736 3.751 1.174
H 0.349 2.549 0.321
O -1.220 -0.788 3.483
H -0.488 -0.684 3.959
H -1.207 -0.979 2.490
O -1.520 2.128 -1.629
H -1.993 1.360 -2.131
H -0.805 1.459 -1.181
O 1.914 -0.818 0.553
H 1.721 -1.542 1.069
H 2.491 -0.309 1.224
O 0.380 -2.239 -1.573
H 0.018 -1.895 -0.703
H -0.197 -1.937 -2.219
```



No. 9
# ClFZn2

ClFZn2 as an isolated structure at a distorted geometry (ωB97M-V with the def2-TZVPD basis set, the Open Molecules 2025 dataset).

Calculated values
- Electronic energy: -4117.88853 hartree
- Total charge: +2
- Gap between HOMO and LUMO: 6.87 eV
- LUMO energy: -13.66 eV

```
4
ClFZn2 (ωB97M-V with the def2-TZVPD basis set)
Zn -1.354 -1.057 0.266
Zn 1.908 1.028 0.573
F -1.560 0.779 -0.498
Cl 1.006 -0.749 -0.341
```



No. 10
# C4H14NO3

A 4-piece molecular cluster, C4H14NO3 overall at a distorted geometry (ωB97M-V with the def2-TZVPD basis set, the Open Molecules 2025 dataset).

Calculated values
- Electronic energy: -440.95579 hartree
- Total charge: +1
- Gap between HOMO and LUMO: 9.70 eV
- LUMO energy: -3.77 eV

```
22
C4H14NO3 (ωB97M-V with the def2-TZVPD basis set)
C -1.201 0.382 1.176
C -0.222 -0.097 0.233
C 0.131 -1.381 -0.012
C 0.233 1.065 -1.776
N 0.397 1.018 -0.510
H -1.011 -0.050 2.184
H -1.488 1.400 1.514
H -2.258 0.325 0.841
H 0.792 -1.665 -0.795
H -0.131 -2.210 0.638
H 0.632 1.834 -2.405
H 0.081 0.199 -2.416
H 0.715 1.871 -0.023
H 1.684 -5.681 3.025
H 1.154 -6.881 2.359
O 1.070 -5.924 2.323
H -1.670 0.858 -3.784
H -2.005 2.237 -3.066
O -1.781 1.325 -2.875
H 2.203 4.126 0.733
H 1.230 3.694 1.783
O 1.444 3.554 0.853
```



No. 11
# C9H8O2S

One molecule with the formula C9H8O2S at a distorted geometry (ωB97M-V with the def2-TZVPD basis set, the Open Molecules 2025 dataset).

Calculated values
- Electronic energy: -896.31837 hartree
- Gap between HOMO and LUMO (spin up / spin down): 7.46 / 7.19 eV
- LUMO energy (spin up / spin down): -0.13 / -1.29 eV

```
20
C9H8O2S (ωB97M-V with the def2-TZVPD basis set)
C -3.070 1.308 0.017
C -1.698 1.561 -0.016
C -3.372 -0.024 0.036
C -0.929 0.405 -0.011
C 1.359 1.454 0.012
C 1.089 -2.325 0.234
C 2.726 -0.383 0.088
C 1.306 -0.925 -0.160
C 0.464 0.311 -0.003
O 1.087 2.628 0.033
O 2.654 1.024 0.017
S -1.968 -1.010 0.031
H -3.820 2.079 0.021
H -1.248 2.536 -0.037
H -4.338 -0.486 0.056
H 0.105 -2.749 0.232
H 1.941 -2.971 0.285
H 3.081 -0.668 1.084
H 3.451 -0.724 -0.657
H 1.181 -1.044 -1.261
```



No. 12
# C20H30BF9IO6

A 3-piece molecular cluster, C20H30BF9IO6 overall at a distorted geometry (ωB97M-V with the def2-TZVPD basis set, the Open Molecules 2025 dataset).

Calculated values
- Electronic energy: -2452.93639 hartree
- Total charge: -1
- Gap between HOMO and LUMO: 5.95 eV
- LUMO energy: 2.04 eV

```
67
C20H30BF9IO6 (ωB97M-V with the def2-TZVPD basis set)
C -3.629 0.678 -2.330
C -2.436 0.327 -3.205
C -1.156 0.052 -2.378
C -0.383 -1.101 -2.982
O 0.193 -0.788 -4.194
B 1.045 -1.990 -4.522
O 1.336 -2.563 -3.184
C 0.743 -1.751 -2.145
C 1.837 -0.733 -1.795
C 1.989 -0.389 -0.300
C 2.489 1.040 -0.114
I 1.994 1.724 1.895
C 0.352 -2.775 -1.074
C -1.155 -3.035 -0.931
C -1.542 -3.531 0.442
F -0.608 -3.605 1.422
C -2.803 -3.896 0.726
F -3.809 -3.516 -0.056
F -3.180 -4.669 1.754
H -3.348 1.365 -1.534
H -4.048 -0.206 -1.855
H -4.404 1.172 -2.909
H -2.234 1.147 -3.888
H -2.662 -0.526 -3.836
H -1.486 -0.164 -1.365
H -0.557 0.958 -2.437
H -1.103 -1.909 -3.213
H 2.021 -1.549 -5.146
H 0.476 -2.789 -5.278
H 2.788 -1.095 -2.163
H 1.653 0.194 -2.334
H 2.761 -1.026 0.122
H 1.065 -0.502 0.254
H 2.016 1.735 -0.793
H 3.558 1.070 -0.183
H 0.809 -3.705 -1.381
H 0.760 -2.553 -0.093
H -1.762 -2.162 -1.130
H -1.440 -3.819 -1.622
C -5.523 -2.068 3.167
C -4.849 -1.136 2.184
O -5.750 -0.092 1.759
C -5.871 0.941 2.571
O -5.320 1.103 3.617
C -6.827 1.973 1.950
F -7.917 1.389 1.445
F -6.216 2.632 0.963
F -7.219 2.858 2.859
H -6.443 -2.469 2.740
H -4.859 -2.895 3.416
H -5.787 -1.545 4.086
H -4.576 -1.675 1.281
H -3.941 -0.701 2.598
C 6.451 5.019 3.245
C 7.644 4.273 2.688
O 7.302 2.912 2.372
C 6.704 2.726 1.205
O 6.434 3.563 0.400
C 6.431 1.229 1.001
F 5.936 0.655 2.098
F 7.561 0.580 0.688
F 5.563 1.018 0.020
H 6.039 4.491 4.105
H 6.745 6.022 3.555
H 5.660 5.104 2.502
H 8.436 4.207 3.432
H 8.053 4.768 1.809
```



No. 13
# C2H7NO3

A 2-piece molecular cluster, C2H7NO3 overall at a distorted geometry (ωB97M-V with the def2-TZVPD basis set, the Open Molecules 2025 dataset).

Calculated values
- Electronic energy: -360.53962 hartree
- Total charge: +1
- 2S+1: 2
- Gap between HOMO and LUMO (spin up / spin down): 10.46 / 4.99 eV
- LUMO energy (spin up / spin down): -3.87 / -9.34 eV

```
13
C2H7NO3 (ωB97M-V with the def2-TZVPD basis set)
C -2.299 0.653 -0.382
N -1.362 0.275 0.654
C -0.063 -0.228 0.378
O -0.129 -1.006 -0.730
O 0.919 0.051 0.963
H -1.889 1.532 -0.894
H -3.237 0.899 0.107
H -2.377 -0.225 -1.028
H -1.556 0.410 1.656
H 0.681 -1.568 -0.696
H 4.081 -0.444 -0.711
H 3.459 -0.466 0.685
O 3.773 0.117 -0.002
```



No. 14
# C5H8N2

One molecule with the formula C5H8N2 at a distorted geometry (ωB97M-V with the def2-TZVPD basis set, the Open Molecules 2025 dataset).

Calculated values
- Electronic energy: -304.72183 hartree
- Gap between HOMO and LUMO (spin up / spin down): 7.59 / 7.59 eV
- LUMO energy (spin up / spin down): 0.70 / 0.70 eV

```
15
C5H8N2 (ωB97M-V with the def2-TZVPD basis set)
C 0.568 0.957 -1.547
C 0.508 -0.436 -1.001
C 0.214 -1.822 0.934
N -0.044 -0.750 0.174
C -1.035 0.187 0.732
C -0.393 1.320 1.409
N 0.088 2.230 1.934
H 1.256 1.613 -0.990
H -0.403 1.468 -1.577
H 0.927 0.915 -2.579
H 1.166 -1.202 -1.398
H -0.492 -2.109 1.699
H 1.019 -2.475 0.626
H -1.674 0.558 -0.073
H -1.660 -0.355 1.444
```



No. 15
# C44H56Br2N2OP2ReSi4Te

C44H56Br2N2OP2ReSi4Te as an isolated structure (ωB97M-V with the def2-TZVPD basis set, the Open Molecules 2025 dataset).

Calculated values
- Electronic energy: -9229.67113 hartree
- Total charge: +2
- 2S+1: 2
- Gap between HOMO and LUMO (spin up / spin down): 5.55 / 5.96 eV
- LUMO energy (spin up / spin down): -6.99 / -6.88 eV

```
113
C44H56Br2N2OP2ReSi4Te (ωB97M-V with the def2-TZVPD basis set)
Re -1.053 0.366 -0.082
C -0.277 -2.825 1.913
N -1.400 -1.943 1.553
P -1.605 -0.309 2.153
C -3.376 -0.112 2.492
C -4.079 -0.894 3.409
C -5.427 -0.668 3.624
C -6.089 0.345 2.935
C -5.400 1.127 2.021
C -4.048 0.894 1.802
C -0.829 -0.219 3.771
C -0.958 -1.258 4.695
C -0.440 -1.118 5.972
C 0.203 0.058 6.336
C 0.329 1.096 5.425
C -0.183 0.958 4.144
P -2.098 -1.893 -0.019
C -3.730 -2.637 0.201
C -3.739 -3.984 0.572
C -4.946 -4.598 0.856
C -6.138 -3.885 0.755
C -6.125 -2.554 0.372
C -4.917 -1.925 0.099
C -1.268 -2.948 -1.209
C 0.115 -3.113 -1.229
C 0.703 -3.899 -2.203
C -0.073 -4.468 -3.205
C -1.445 -4.255 -3.228
C -2.047 -3.508 -2.226
H -0.359 -3.138 2.949
H 0.688 -2.326 1.780
H -0.303 -3.714 1.287
H -3.586 -1.693 3.949
H -5.967 -1.280 4.334
H -7.141 0.523 3.118
H -5.913 1.913 1.480
H -3.509 1.510 1.089
H -1.460 -2.181 4.431
H -0.544 -1.926 6.685
H 0.605 0.164 7.335
H 0.831 2.012 5.709
H -0.076 1.775 3.441
H -2.820 -4.557 0.629
H -4.961 -5.641 1.144
H -7.079 -4.378 0.965
H -7.051 -1.999 0.289
H -4.910 -0.885 -0.200
H 0.733 -2.638 -0.480
H 1.774 -4.068 -2.186
H 0.395 -5.075 -3.969
H -2.052 -4.687 -4.013
H -3.122 -3.389 -2.234
C -1.559 3.473 1.291
C -1.772 3.358 -0.182
C -2.261 4.480 -0.864
C -2.427 4.475 -2.223
C -2.088 3.335 -2.968
C -2.208 3.201 -4.380
Br -2.890 4.612 -5.401
C -1.846 2.034 -4.990
C -1.348 0.948 -4.234
Br -0.839 -0.622 -5.103
C -1.229 1.043 -2.870
O -0.820 0.065 -2.048
C -1.603 2.237 -2.249
N -1.473 2.229 -0.863
H -1.076 4.427 1.503
H -0.950 2.663 1.670
H -2.519 3.471 1.812
H -2.496 5.362 -0.284
H -2.810 5.351 -2.732
H -1.943 1.925 -6.061
C 3.988 -2.589 -0.928
Si 4.616 -1.096 0.002
C 4.463 -1.371 1.844
C 6.382 -0.697 -0.431
Si 3.380 0.771 -0.710
Te 1.285 0.470 0.775
Si 4.122 2.789 0.236
C 5.680 3.239 -0.671
C 4.430 2.507 2.054
C 2.789 4.074 0.002
Si 2.940 0.882 -2.990
C 2.019 2.465 -3.339
C 4.630 0.881 -3.778
C 1.911 -0.568 -3.519
H 4.304 -3.514 -0.438
H 4.373 -2.609 -1.952
H 2.897 -2.591 -0.980
H 4.995 -2.282 2.133
H 3.427 -1.480 2.175
H 4.902 -0.540 2.402
H 7.035 -1.550 -0.221
H 6.743 0.144 0.167
H 6.500 -0.443 -1.488
H 6.397 2.416 -0.698
H 6.164 4.082 -0.168
H 5.469 3.542 -1.700
H 5.348 1.936 2.216
H 3.612 1.962 2.533
H 4.538 3.466 2.570
H 2.732 4.404 -1.037
H 2.984 4.953 0.623
H 1.805 3.681 0.279
H 2.624 3.349 -3.125
H 1.111 2.519 -2.729
H 1.720 2.516 -4.390
H 5.320 1.568 -3.280
H 4.558 1.191 -4.825
H 5.073 -0.119 -3.759
H 0.945 -0.558 -3.002
H 2.403 -1.520 -3.320
H 1.716 -0.504 -4.594
```